16
Properties=species:S:1:pos:R:3:forces:R:3 method="wB97M-V/def2-TZVPD" charge=+1 e_homo_ev=-15.5 max_force_ev_per_a=3.06
O 0.6167 0.0028 0.7578 -1.015 0.204 2.883
O -0.7013 0.2489 -3.6380 -1.020 -0.759 -0.967
O -2.0449 0.0135 1.4482 -1.052 1.245 -1.001
O 1.4475 -0.3950 3.0936 0.978 1.117 0.755
O 1.1642 0.2012 -1.6244 -0.446 -0.232 -0.839
H 0.8893 -0.9034 3.7453 1.188 1.171 -0.693
H 0.4763 -0.0248 -2.2986 0.227 0.490 0.320
H -1.5739 0.7127 -3.6992 1.153 -0.662 0.003
H 1.9999 0.2004 -2.1067 -0.017 0.113 0.307
H 0.7578 0.2910 -0.1835 1.443 0.139 -0.897
H 1.1014 0.1403 1.7134 -0.291 -0.775 -1.472
H 2.1533 0.2200 3.4956 -1.870 -1.783 -0.162
H -0.3295 0.1661 0.9882 -0.403 -0.341 -0.113
H -2.7980 0.4778 0.9855 1.292 -0.437 0.730
H -0.7396 -0.5050 -4.2891 -0.118 1.246 0.910
H -2.4193 -0.8465 1.6117 -0.050 -0.737 0.236